(a)
{
  "formula": "C4H12NO2",
  "method": "ωB97M-V/def2-TZVPD",
  "total_charge": -1,
  "homo_lumo_gap_ev": 7.327,
  "species": ["C", "N", "C", "O", "C", "C", "H", "H", "H", "H", "H", "H", "H", "H", "H", "H", "H", "H", "O"],
  "positions_angstrom": [[0.78513, 0.43663, 0.22667], [-0.43123, 1.24616, 0.15125], [-0.63807, 1.81493, -1.21724], [-0.48899, 0.95878, -2.25526], [0.91425, -0.21283, 1.61942], [-0.06333, -1.38221, 1.76705], [0.77350, -0.37741, -0.50825], [1.60121, 1.11095, -0.01318], [-1.23334, 0.62262, 0.24814], [-1.67802, 2.18932, -1.18741], [0.04419, 2.67011, -1.30213], [0.64357, 0.56580, 2.32381], [1.93219, -0.56816, 1.78127], [0.40492, -2.33536, 1.54175], [-0.53937, -1.44942, 2.74217], [-0.90476, -1.29477, 1.08072], [0.15832, -1.86340, -2.64511], [-0.64934, -0.54936, -2.17033], [-0.63082, -1.58239, -2.18333]]
}



(b)
{
  "formula": "C4H12NO2",
  "method": "ωB97M-V/def2-TZVPD",
  "total_charge": -1,
  "homo_lumo_gap_ev": 7.104,
  "species": ["C", "C", "N", "C", "C", "O", "H", "H", "H", "H", "H", "H", "H", "H", "H", "H", "H", "H", "O"],
  "positions_angstrom": [[1.68808, -0.30240, -0.85794], [1.08354, -1.60558, -0.32330], [-0.04559, -1.40195, 0.60940], [-1.11845, -0.58024, 0.02771], [-1.64487, 0.46962, 1.06274], [-0.81829, 1.49052, 1.33084], [1.97796, 0.49468, -0.20253], [2.73262, -0.44139, -1.20454], [1.14180, 0.10117, -1.70396], [1.91298, -2.06423, 0.25701], [0.74856, -2.29712, -1.10229], [0.25929, -0.87517, 1.41763], [-0.74645, -0.01800, -0.89700], [-1.93960, -1.23695, -0.34616], [-1.72946, -0.06859, 2.03983], [-2.73142, 0.80899, 0.82334], [-0.90973, 2.22710, 0.27553], [0.21630, 2.35169, -0.96222], [-0.07728, 2.94785, -0.24408]]
}



(c)
{
  "formula": "C4H12NO2",
  "method": "ωB97M-V/def2-TZVPD",
  "total_charge": -1,
  "homo_lumo_gap_ev": 5.680,
  "species": ["C", "C", "N", "C", "C", "O", "H", "H", "H", "H", "H", "H", "H", "H", "H", "H", "H", "H", "O"],
  "positions_angstrom": [[-1.76373, 1.63916, -0.95842], [-0.98379, 0.56730, -0.17108], [0.03872, 0.54661, 0.93133], [1.23842, 1.37698, 0.56220], [1.78859, 1.22126, -0.91432], [1.50332, 0.04374, -1.55209], [-2.73166, 1.24509, -1.21557], [-1.84308, 2.58760, -0.38842], [-1.09503, 1.85472, -1.79119], [-0.36445, 0.08801, -0.96233], [-1.76802, -0.16670, 0.13425], [0.44309, -0.37837, 0.80386], [0.93368, 2.41028, 0.75658], [2.09854, 1.09098, 1.18323], [2.90179, 1.26428, -0.81898], [1.59648, 2.12516, -1.50984], [-1.39119, -4.78326, 0.95397], [-1.16866, -3.67194, 1.87517], [-1.28930, -4.62962, 1.90929]]
}



Going by the energies, (a) is most stable and the next is 156.7 kJ/mol up.



(a)
{
  "formula": "C4H12NO2",
  "method": "ωB97M-V/def2-TZVPD",
  "total_charge": -1,
  "homo_lumo_gap_ev": 7.227,
  "species": ["C", "N", "C", "C", "C", "O", "H", "H", "H", "H", "H", "H", "H", "H", "H", "H", "H", "H", "O"],
  "positions_angstrom": [[-0.72607, 0.57191, 2.01383], [-1.09852, -0.66681, 1.31217], [-1.34553, -0.42767, -0.12266], [-0.42256, -1.19725, -1.09081], [1.12085, -0.82524, -0.81331], [1.53799, 0.13716, -1.66317], [-1.57316, 1.01768, 2.52331], [-0.21216, 1.29990, 1.37471], [0.02725, 0.34111, 2.77839], [-0.30432, -1.29003, 1.36440], [-1.40522, 0.64087, -0.35863], [-2.37428, -0.73984, -0.35518], [-0.62440, -2.25444, -1.23433], [-0.57222, -0.72694, -2.05954], [1.20220, -0.63394, 0.26806], [1.65574, -1.77913, -1.08163], [1.57986, 1.62683, -1.48219], [2.06008, 2.33397, -0.31295], [1.47448, 2.57186, -1.06044]]
}



(b)
{
  "formula": "C4H12NO2",
  "method": "ωB97M-V/def2-TZVPD",
  "total_charge": -1,
  "homo_lumo_gap_ev": 7.332,
  "species": ["C", "O", "C", "C", "C", "N", "H", "H", "H", "H", "H", "H", "H", "H", "H", "H", "H", "H", "O"],
  "positions_angstrom": [[-1.11230, 0.70015, 0.73530], [-2.02604, 0.12045, -0.08669], [0.30938, 0.63125, 0.13646], [0.86779, -0.76161, 0.27780], [1.79709, -1.19096, -0.85632], [2.86171, -0.23998, -1.23018], [-1.01513, 0.16208, 1.71227], [-1.36049, 1.74278, 0.97259], [0.98064, 1.34816, 0.64110], [0.29997, 0.87950, -0.92463], [0.00339, -1.43084, 0.23460], [1.31342, -0.91900, 1.26342], [2.34501, -2.08801, -0.55021], [1.19261, -1.36617, -1.74529], [2.46492, 0.69446, -1.25977], [3.53505, -0.21664, -0.46921], [-3.37895, 0.29574, 0.30062], [-4.68744, 1.21418, 0.19262], [-4.39063, 0.42446, 0.65551]]
}



Going by the energies, (b) is most stable and the next is 82.7 kJ/mol up.



(a)
{
  "formula": "C4H12NO2",
  "method": "ωB97M-V/def2-TZVPD",
  "total_charge": -1,
  "homo_lumo_gap_ev": 6.588,
  "species": ["C", "C", "C", "N", "C", "O", "H", "H", "H", "H", "H", "H", "H", "H", "H", "H", "H", "H", "O"],
  "positions_angstrom": [[1.94382, 0.89954, -0.22591], [0.44131, 0.99045, 0.12878], [0.15694, 2.50363, 0.23852], [-0.36253, 0.26661, -0.88530], [-0.34017, -1.17752, -0.73252], [-1.35904, -1.68243, -0.02326], [2.17545, 1.31386, -1.20880], [2.50232, 1.41524, 0.56614], [2.32601, -0.11678, -0.22415], [0.27010, 0.45792, 1.07770], [0.15575, 2.92292, -0.76630], [-0.79467, 2.64702, 0.75267], [0.96412, 2.94706, 0.81439], [-1.34196, 0.45994, -0.67535], [-0.23944, -1.68675, -1.75881], [0.63280, -1.52691, -0.26820], [-2.61750, -3.09220, 1.63828], [-2.04815, -3.63096, 0.36491], [-2.46514, -3.91062, 1.18722]]
}



(b)
{
  "formula": "C4H12NO2",
  "method": "ωB97M-V/def2-TZVPD",
  "total_charge": -1,
  "homo_lumo_gap_ev": 6.886,
  "species": ["C", "O", "C", "C", "C", "N", "H", "H", "H", "H", "H", "H", "H", "H", "H", "H", "H", "H", "O"],
  "positions_angstrom": [[-0.18944, -0.08146, 2.04195], [0.69804, -0.71287, 2.78096], [0.37831, 0.15374, 0.60152], [-0.64283, 0.77804, -0.35793], [-0.04785, 1.67743, -1.47682], [1.08789, -1.04982, 0.07736], [-0.63109, 0.91443, 2.34688], [-1.23848, -0.59417, 1.95613], [1.15742, 0.90270, 0.83247], [-1.19685, 1.45138, 0.30333], [-1.27266, -0.04131, -0.68648], [0.98084, 1.99378, -1.32332], [-0.32370, 1.37788, -2.48816], [-0.62600, 2.61372, -1.38710], [0.92385, -1.62733, 0.92693], [2.07136, -0.87996, 0.22589], [0.38396, -2.26178, -1.30156], [-1.09516, -2.17614, -1.22648], [-0.41760, -2.43826, -1.84557]]
}



(c)
{
  "formula": "C4H12NO2",
  "method": "ωB97M-V/def2-TZVPD",
  "total_charge": -1,
  "homo_lumo_gap_ev": 7.100,
  "species": ["C", "N", "C", "O", "C", "C", "H", "H", "H", "H", "H", "H", "H", "H", "H", "H", "H", "H", "O"],
  "positions_angstrom": [[0.42816, 0.85255, -0.94884], [0.89720, -0.46738, -0.54590], [0.11338, -1.59962, -1.13889], [-0.98801, -1.92972, -0.62816], [1.03565, 1.98233, -0.05603], [0.14346, 2.29207, 1.13516], [-0.68861, 0.95180, -1.03972], [0.85879, 1.00917, -2.05234], [0.99720, -0.56593, 0.40518], [0.75104, -2.49880, -1.11098], [0.19561, -1.28726, -2.27069], [2.01946, 1.46264, 0.28366], [1.42621, 2.77547, -0.66478], [0.00637, 1.31742, 1.59487], [-0.74795, 2.74934, 0.85882], [0.46883, 2.90309, 1.93448], [-1.76831, -0.32521, 1.75870], [-1.10462, -1.56423, 0.81835], [-1.38928, -1.17276, 1.79784]]
}



Going by the energies, (a) is most stable and the next is 44.9 kJ/mol up.



(a)
{
  "formula": "C4H12NO2",
  "method": "ωB97M-V/def2-TZVPD",
  "total_charge": -1,
  "homo_lumo_gap_ev": 6.673,
  "species": ["C", "C", "N", "C", "C", "O", "H", "H", "H", "H", "H", "H", "H", "H", "H", "H", "H", "H", "O"],
  "positions_angstrom": [[-1.31378, -2.04593, -0.52487], [-0.25420, -1.54962, -1.53821], [0.56966, -0.31273, -1.23847], [-0.06320, 0.77709, -0.55307], [1.06815, 1.75494, 0.07962], [1.75195, 1.16673, 1.12124], [-1.72469, -3.01809, -0.73465], [-2.29973, -1.25625, -0.56906], [-0.90173, -2.01813, 0.49970], [0.39693, -2.47399, -1.55665], [-0.62241, -1.37028, -2.57063], [1.31586, -0.51143, -0.59931], [-0.71189, 0.46515, 0.19727], [-0.59448, 1.55554, -1.14838], [1.72060, 2.03871, -0.80180], [0.56841, 2.70145, 0.35995], [0.33834, 2.08932, 3.61911], [0.36826, 0.93139, 2.47832], [0.38796, 1.07614, 3.47990]]
}



(b)
{
  "formula": "C4H12NO2",
  "method": "ωB97M-V/def2-TZVPD",
  "total_charge": -1,
  "homo_lumo_gap_ev": 7.434,
  "species": ["C", "C", "C", "C", "O", "N", "H", "H", "H", "H", "H", "H", "H", "H", "H", "H", "H", "H", "O"],
  "positions_angstrom": [[-1.77361, 1.21299, 0.35357], [-0.38918, 0.54174, 0.21788], [-0.47354, -0.75563, -0.61571], [-0.00977, -2.04457, 0.06562], [1.32127, -2.09794, 0.49485], [0.42628, 1.55175, -0.52936], [-2.59198, 0.65713, 0.78598], [-1.55691, 2.01757, 1.04723], [-2.11336, 1.64581, -0.58868], [0.01793, 0.26424, 1.19462], [-1.52707, -0.88859, -0.86543], [0.13077, -0.61887, -1.50387], [-0.73644, -2.26455, 0.87129], [-0.17379, -2.81968, -0.69266], [0.25965, 2.45258, -0.11545], [1.33719, 1.05031, -0.37229], [1.79027, -1.21525, 0.36032], [3.18068, 1.10473, 0.01747], [2.88162, 0.20622, -0.12536]]
}



Going by the energies, (b) is most stable and the next is 105.3 kJ/mol up.



(a)
{
  "formula": "C8H10N2OS",
  "method": "ωB97M-V/def2-TZVPD",
  "total_charge": 0,
  "homo_lumo_gap_ev": 8.289,
  "smiles": "COc1ccccc1N.N=C=S",
  "species": ["C", "O", "C", "C", "C", "C", "C", "C", "N", "H", "H", "H", "H", "H", "H", "H", "H", "H", "N", "C", "S", "H"],
  "positions_angstrom": [[-0.93901, 2.00469, 1.47793], [-0.40087, 1.61677, 0.20916], [-0.66782, 0.29940, -0.17684], [-1.72428, -0.54892, 0.19811], [-1.94807, -1.80335, -0.33831], [-1.02182, -2.31745, -1.25202], [0.04816, -1.45142, -1.65270], [0.19221, -0.13754, -1.23242], [1.27761, 0.62926, -1.74482], [-2.05489, 2.03541, 1.40898], [-0.63432, 3.13415, 1.62504], [-0.49827, 1.50818, 2.34236], [-2.53452, -0.16556, 0.85522], [-2.57577, -2.53706, 0.21101], [-1.17234, -3.27404, -1.68934], [0.76195, -1.86715, -2.33453], [1.14451, 1.60328, -1.57677], [1.76257, 0.30612, -2.53657], [2.54713, -0.43337, 2.00377], [2.63121, 0.51303, 1.25174], [2.56328, 2.01203, 0.73973], [3.24335, -1.12645, 2.21128]]
}



(b)
{
  "formula": "C8H10N2OS",
  "method": "ωB97M-V/def2-TZVPD",
  "total_charge": 0,
  "homo_lumo_gap_ev": 7.980,
  "smiles": "CSN/C=N\\c1ccc(O)cc1",
  "species": ["C", "S", "N", "C", "N", "C", "C", "C", "C", "O", "C", "C", "H", "H", "H", "H", "H", "H", "H", "H", "H", "H"],
  "positions_angstrom": [[-2.80876, -1.69789, -0.44600], [-3.01747, -0.74416, 1.11786], [-2.53226, 1.03151, 0.43805], [-1.61836, 2.05332, 0.09162], [-0.44162, 2.10235, -0.24475], [0.57648, 1.08419, -0.09252], [0.58800, -0.09184, -0.90034], [1.64959, -0.97465, -0.85086], [2.69123, -0.70842, 0.07122], [3.64637, -1.68274, 0.23402], [2.70022, 0.46006, 0.79707], [1.67407, 1.33265, 0.69432], [-1.93646, -2.31343, -0.41619], [-2.76993, -1.15215, -1.29298], [-3.47103, -2.51922, -0.47392], [-3.54397, 1.14411, 0.49313], [-2.26756, 2.91581, 0.02352], [-0.31710, -0.04444, -1.57418], [1.83887, -1.89717, -1.35215], [4.15810, -1.30602, 0.96354], [3.48320, 0.67896, 1.51727], [1.71838, 2.32919, 1.20228]]
}



Going by the energies, (a) is most stable and the next is 148.8 kJ/mol up.